9 unconnected molecules or ions with the total composition C35H87BrNO8 at a distorted geometry, computed with ωB97M-V/def2-TZVPD.

Geometry (Å):
C  -2.951851  -1.113921  3.127325
C  -3.483816  -0.953813  1.706354
C  -3.612035  0.546867  1.341621
C  -2.664491  0.837977  0.160838
C  -4.995564  1.030452  0.918025
C  -5.032063  2.568277  0.962076
C  -5.256064  2.868919  2.459505
C  -6.071358  1.664346  3.011851
N  -6.208680  0.785191  1.804168
C  -6.776265  -0.614943  1.935014
Br  -6.320689  -1.465154  3.600506
C  -8.288946  -0.615433  1.743183
C  -9.072319  0.435778  2.525520
H  -1.963196  -0.667966  3.183565
H  -3.584901  -0.630226  3.869930
H  -2.840263  -2.159181  3.409168
H  -4.393233  -1.524538  1.530818
H  -2.732149  -1.399235  1.055790
H  -3.254449  1.112281  2.201859
H  -1.694025  0.400175  0.371625
H  -3.077361  0.371152  -0.732392
H  -2.490515  1.895848  -0.010259
H  -5.253378  0.737638  -0.099024
H  -4.105007  3.041246  0.670535
H  -5.867522  2.998280  0.410589
H  -5.735616  3.823878  2.650615
H  -4.319557  2.906006  3.010857
H  -5.513192  1.189446  3.804453
H  -7.048522  2.021753  3.306388
H  -6.952404  1.253300  1.282459
H  -6.326866  -1.188665  1.133013
H  -8.529520  -0.568253  0.679450
H  -8.625637  -1.596420  2.072481
H  -8.712575  0.534380  3.546716
H  -8.992336  1.411380  2.037578
H  -10.130359  0.190036  2.533708
C  2.123916  0.357372  -2.857423
C  1.318519  0.195975  -1.579838
C  1.343123  -1.238001  -1.072821
O  -0.035188  0.624811  -1.777903
H  1.701071  -0.270318  -3.648680
H  2.096997  1.386177  -3.205096
H  3.164542  0.073888  -2.715371
H  1.719251  0.858762  -0.810534
H  0.901514  -1.908897  -1.814980
H  0.764647  -1.334188  -0.152204
H  2.362786  -1.570415  -0.877078
H  -0.417746  0.062589  -2.459163
C  5.904968  2.638549  -6.021842
C  4.509001  2.172455  -5.644228
C  3.450626  3.193816  -6.033425
O  4.432715  1.894023  -4.242475
H  6.150569  3.566853  -5.498491
H  6.652826  1.900343  -5.739568
H  5.990280  2.819906  -7.093159
H  4.294737  1.222798  -6.137798
H  3.626259  4.137769  -5.509879
H  2.455062  2.842222  -5.758892
H  3.466072  3.390477  -7.105928
H  4.625214  2.714273  -3.776435
C  10.127927  0.339748  -7.849915
C  8.813954  1.100638  -7.894872
C  8.417764  1.439618  -9.323428
O  8.887044  2.287389  -7.102592
H  10.937147  0.946924  -8.265233
H  10.395111  0.096165  -6.821141
H  10.061408  -0.585526  -8.424870
H  8.028737  0.496284  -7.435489
H  9.173863  2.081532  -9.783530
H  7.469865  1.979113  -9.342062
H  8.319888  0.537264  -9.928565
H  9.573247  2.848091  -7.478085
C  -0.898424  1.155747  6.801002
C  -0.636779  -0.222250  6.211289
C  0.564689  -0.886186  6.860951
O  -0.443449  -0.122206  4.798494
H  -0.034781  1.803693  6.632444
H  -1.763261  1.621096  6.323994
H  -1.082305  1.099544  7.874472
H  -1.520667  -0.849761  6.344159
H  1.464544  -0.288898  6.691893
H  0.740895  -1.870913  6.428662
H  0.422719  -1.001901  7.935809
H  0.336718  0.428747  4.653736
C  4.245299  2.983799  3.684050
C  3.009864  2.126437  3.467341
C  2.212695  2.584549  2.255593
O  2.186392  2.136633  4.638806
H  3.959033  4.023653  3.864021
H  4.803198  2.638182  4.553853
H  4.902846  2.955729  2.814971
H  3.306770  1.085162  3.334812
H  1.869077  3.613344  2.394765
H  1.332021  1.955726  2.114071
H  2.815794  2.545951  1.347966
H  1.905206  3.044089  4.795658
C  -15.218413  -0.791751  2.740022
C  -13.869779  -0.827391  2.040955
C  -13.207258  -2.190403  2.168586
O  -13.012315  0.194845  2.559877
H  -15.097552  -0.989733  3.808632
H  -15.677805  0.190487  2.634506
H  -15.896923  -1.539262  2.328747
H  -13.999988  -0.583651  0.986052
H  -13.029002  -2.428523  3.221033
H  -12.243453  -2.198174  1.656935
H  -13.830963  -2.976142  1.742407
H  -12.885183  0.014595  3.497205
C  5.016191  -4.277914  6.323543
C  3.928947  -3.224691  6.470077
C  4.507223  -1.868757  6.845938
O  2.970929  -3.633178  7.447302
H  5.549320  -4.405638  7.269402
H  4.581723  -5.240740  6.055469
H  5.740834  -3.997250  5.558138
H  3.379034  -3.138338  5.531445
H  5.022130  -1.925037  7.808760
H  3.711965  -1.129840  6.943568
H  5.219664  -1.517004  6.098166
H  3.432585  -3.715401  8.287769
C  8.053011  -4.834686  -8.207117
C  7.979243  -3.322190  -8.344661
C  6.556544  -2.850119  -8.604507
O  8.850238  -2.871414  -9.381114
H  7.721957  -5.315634  -9.131627
H  9.078321  -5.151252  -8.017551
H  7.421997  -5.190114  -7.391591
H  8.354802  -2.855794  -7.432231
H  6.181897  -3.272998  -9.540676
H  6.524557  -1.763680  -8.695766
H  5.885186  -3.152193  -7.799597
H  8.555905  -3.262689  -10.209761

Cartesian forces (eV/Å) of the 3 atoms listed first:
0.018 -0.122 -0.167
0.286 0.064 0.195
0.085 -0.810 -0.352

The calculated total energy comes out at -125612.51886 eV. As for the charge: +1. The value obtained for the energy relative to the best compared isomer or geometry (same formula, charge and spin) is 9.5 kcal/mol.